(1)
# C5H41N3O13

A 14-piece molecular cluster, C5H41N3O13 overall in a non-equilibrium geometry (ωB97M-V/def2-TZVPD, the Open Molecules 2025 dataset).

Structure (ORCA input):
```
! RIJCOSX wB97M-V def2-TZVPD def2/J DEFGRID3
* xyz 2 1
C 4.00 -1.00 1.33
C 2.93 -0.41 0.54
C 2.03 -1.33 -0.30
C 1.12 -0.60 -1.39
N -2.48 -0.39 -0.72
C -1.37 -0.47 -1.47
N -0.24 -0.43 -0.82
N 1.87 0.24 1.54
H 4.99 -0.84 0.82
H 4.21 -0.36 2.20
H 4.10 -2.07 1.55
H 3.22 0.45 -0.14
H 2.71 -1.98 -0.87
H 1.34 -2.08 0.20
H 1.62 0.39 -1.57
H 1.08 -1.12 -2.35
H -2.36 -0.08 0.25
H -3.41 -0.30 -1.06
H -1.38 -0.69 -2.51
H -0.14 0.11 0.08
H 0.97 -0.32 1.44
H 1.75 1.33 1.29
H 2.29 0.27 2.55
H -0.52 2.47 2.19
H -0.35 3.06 0.99
O -0.20 2.12 1.36
H -4.34 0.08 3.11
H -3.37 -0.80 2.33
O -4.20 -0.36 2.27
H 1.09 3.63 -1.22
H 0.02 4.80 -0.68
O 0.39 3.89 -0.61
H 1.77 3.90 1.55
H 3.27 3.62 1.18
O 2.60 3.49 1.86
H -0.86 2.84 -0.98
H -1.72 3.47 -1.85
O -1.78 2.65 -1.33
H -1.09 -1.27 2.44
H -1.41 0.32 2.54
O -0.81 -0.34 2.18
H -3.65 -0.81 -3.27
H -3.42 -2.21 -3.53
O -3.23 -1.54 -2.82
H 1.45 3.12 -3.45
H 2.35 2.04 -2.68
O 1.69 2.67 -2.64
H -3.67 1.95 1.28
H -2.76 2.21 0.05
O -2.82 1.70 0.90
H -1.95 -2.83 3.94
H -1.51 -3.48 2.63
O -1.54 -2.68 3.11
H -0.05 -5.12 0.36
H 0.30 -5.20 1.80
O -0.26 -4.64 1.19
H -3.54 -3.88 -1.20
H -2.51 -4.91 -0.51
O -2.69 -4.05 -0.84
H 4.19 0.52 -3.66
H 3.01 0.55 -4.74
O 3.25 0.73 -3.82
*
```

Results
- Highest occupied orbital energy: -15.32 eV
- E: -36923.8614 eV
- LUMO level: -4.8 eV
- Gap between HOMO and LUMO: 10.51 eV
- Maximum force: 3.94 eV/Å
- ΔE to the lowest compared entry with this formula, charge and spin: 34.6 kcal/mol

=====

(2)
# C5H42NO14

A 15-piece molecular cluster, C5H42NO14 overall in a non-equilibrium geometry (ωB97M-V/def2-TZVPD, the Open Molecules 2025 dataset).

Structure (ORCA input):
```
! RIJCOSX wB97M-V def2-TZVPD def2/J DEFGRID3
* xyz 1 1
C 0.81 0.26 -0.12
C 0.11 1.55 -0.55
C 0.96 2.84 -0.44
C 0.63 3.79 -1.65
C 0.63 3.13 -3.04
N -1.23 1.81 0.26
H 0.63 -0.57 -0.77
H 1.90 0.38 -0.25
H 0.62 0.18 0.95
H -0.26 1.53 -1.59
H 2.03 2.56 -0.57
H 0.87 3.29 0.52
H 1.41 4.57 -1.59
H -0.33 4.20 -1.55
H 0.36 3.97 -3.73
H -0.25 2.41 -3.12
H 1.54 2.56 -3.40
H -2.00 1.18 -0.07
H -1.12 1.81 1.31
H -1.58 2.70 -0.03
H 1.34 -3.85 -1.81
H 0.84 -3.84 -3.21
O 0.57 -4.16 -2.34
H 5.14 -0.80 0.70
H 3.79 -1.14 0.26
O 4.25 -0.35 0.53
H -3.46 2.89 -2.22
H -2.23 1.94 -2.23
O -2.61 2.73 -1.82
H 2.08 2.37 2.52
H 0.93 1.62 3.15
O 1.12 2.31 2.53
H -1.74 -4.07 0.09
H -2.00 -2.93 0.83
O -1.90 -3.85 1.02
H 3.98 0.64 3.35
H 3.42 0.15 1.99
O 3.20 0.61 2.84
H 0.69 -1.18 3.26
H 1.80 -0.07 3.47
O 0.89 -0.37 3.66
H -0.50 -2.98 -1.76
H -0.87 -1.79 -0.77
O -0.86 -2.01 -1.72
H -4.40 0.97 -0.41
H -4.91 -0.43 -0.23
O -4.17 0.19 0.08
H 1.85 -3.42 0.38
H 2.66 -4.38 -0.56
O 2.40 -3.45 -0.45
H 1.00 -4.70 1.51
H -0.14 -3.60 1.68
O 0.77 -3.76 1.60
H -2.23 -0.78 0.00
H -1.74 -0.60 1.38
O -1.65 -1.25 0.61
H -2.28 0.26 3.28
H -0.74 0.03 3.07
O -1.53 0.45 2.66
H -2.46 -1.16 -2.18
H -3.19 -0.12 -3.11
O -2.84 -0.25 -2.22
*
```

Results
- Highest occupied orbital energy: -13.45 eV
- E: -36017.1320 eV
- LUMO level: -2.4 eV
- Gap between HOMO and LUMO: 11.04 eV
- Maximum force: 3.04 eV/Å
- ΔE to the lowest compared entry with this formula, charge and spin: 0.0 kcal/mol

=====

(3)
# C5H4AuBClF2N

C5H4AuBClF2N as an isolated structure (ωB97M-V/def2-TZVPD, the Open Molecules 2025 dataset).

Structure (ORCA input):
```
! RIJCOSX wB97M-V def2-TZVPD def2/J DEFGRID3
* xyz 0 1
Au 0.73 -0.08 -2.32
Cl 1.49 1.61 3.34
C 0.46 0.91 2.16
C -0.79 0.43 2.50
C -1.57 -0.13 1.50
C -1.08 -0.19 0.21
N 0.13 0.28 -0.11
C 0.89 0.82 0.84
H -1.14 0.50 3.52
H -2.55 -0.52 1.72
H -1.65 -0.62 -0.60
H 1.87 1.18 0.56
F -0.01 -1.65 -4.72
B 1.01 -1.11 -4.05
F 2.21 -1.41 -4.56
*
```

Results
- Highest occupied orbital energy: -8.86 eV
- E: -29069.1954 eV
- LUMO level: -0.3 eV
- Gap between HOMO and LUMO: 8.60 eV
- Maximum force: 0.73 eV/Å

=====

(4)
# C5H4Br2S

One molecule with the formula C5H4Br2S in a non-equilibrium geometry (ωB97M-V/def2-TZVPD, the Open Molecules 2025 dataset).

Structure (ORCA input):
```
! RIJCOSX wB97M-V def2-TZVPD def2/J DEFGRID3
* xyz 0 1
C -1.67 0.72 0.14
C -0.34 -0.04 0.02
C -0.34 -1.36 -0.05
S 1.20 -2.00 -0.15
C 1.97 -0.52 -0.09
Br 3.90 -0.30 0.01
C 1.02 0.48 -0.04
Br 1.48 2.32 -0.10
H -1.77 1.47 -0.52
H -2.39 0.00 -0.01
H -1.78 1.05 1.11
H -1.29 -1.82 -0.31
*
```

Results
- Highest occupied orbital energy: -8.97 eV
- E: -156169.1510 eV
- LUMO level: 0.5 eV
- Structure (SMILES): Cc1csc(Br)c1Br
- Gap between HOMO and LUMO: 9.45 eV
- Maximum force: 3.56 eV/Å
- ΔE to the lowest compared entry with this formula, charge and spin: 0.0 kcal/mol

=====

Q: The highest E belongs to which entry?
A: C5H4AuBClF2N